# 1
C30H37FN2O6 | ωB97M-V with the def2-TZVPD basis set

Output
E_HOMO: -9.5 eV
Orbital gap: 9.75 eV
F_max: 0.79 eV Å⁻¹
Energy relative to the best compared isomer or geometry (same formula, charge and spin): 0.0 kcal/mol

CARTESIAN COORDINATES (ANGSTROEM)
C 3.52784 0.74356 -1.76549
H 4.22938 1.57227 -1.83739
H 2.60935 1.02377 -2.27629
H 3.95366 -0.10971 -2.28898
C 3.26085 0.37871 -0.30547
C 2.44331 -0.91314 -0.21625
C 0.99499 -0.71424 -0.64976
C 0.30989 0.31127 0.25256
C 1.05174 1.64605 0.17628
C 0.40618 2.67254 1.10663
C -1.06706 2.85423 0.77243
H -1.18446 3.26224 -0.22940
H -1.51328 3.55215 1.48103
C -1.81539 1.52040 0.90907
C -3.31323 1.70264 0.59850
C -3.60460 2.07239 -0.85667
C -2.99273 1.02406 -1.78794
C -1.50216 0.82955 -1.51791
H -1.13201 0.04132 -2.17622
H -0.97716 1.74823 -1.77427
C -1.21057 0.44738 -0.05752
C -1.82610 -0.90055 0.19644
N -1.76839 -1.44546 1.34066
N -2.26843 -2.68545 1.58263
C -3.26807 -3.40357 0.98698
O -3.40050 -4.58416 1.21981
C -4.24493 -2.64299 0.14434
C -5.00318 -1.62560 0.71401
C -5.99114 -0.96380 0.00793
C -6.22792 -1.32460 -1.30819
C -5.49543 -2.34647 -1.89236
C -4.52334 -3.01251 -1.16721
H -3.96323 -3.82265 -1.60877
H -5.69121 -2.63293 -2.91373
H -6.99241 -0.81356 -1.87286
H -6.56786 -0.19603 0.50110
F -4.77362 -1.27113 1.99572
H -1.78850 -3.15645 2.34206
H -2.28203 -1.40086 -0.65978
H -3.53326 0.08266 -1.64966
H -3.14028 1.33322 -2.82455
O -4.98731 2.21917 -1.08660
H -5.42401 1.38388 -0.88033
H -3.19130 3.05930 -1.08456
H -3.82882 0.76854 0.83461
H -3.71277 2.47350 1.25963
O -1.66134 1.14167 2.25433
H -1.91788 0.21203 2.35407
H 0.47877 2.32853 2.13676
H 0.93100 3.62518 1.02570
H 0.98359 2.02236 -0.85343
C 2.55745 1.51337 0.49364
C 2.88331 1.19314 1.96448
H 2.05902 0.67123 2.44304
H 3.04517 2.13436 2.48532
C 4.15594 0.33247 1.95865
H 3.95730 -0.66578 2.34475
H 4.94211 0.77142 2.56999
C 4.59262 0.26595 0.48783
C 5.42477 -0.91238 0.14060
C 5.31430 -2.20265 0.47119
C 6.40564 -2.95533 -0.16905
O 6.64399 -4.12914 -0.12865
O 7.16158 -2.07116 -0.87615
C 6.63756 -0.77160 -0.73576
H 6.39617 -0.36997 -1.72617
H 7.39497 -0.12388 -0.27880
H 4.58673 -2.69018 1.08828
H 5.15951 1.17463 0.26134
O 3.18642 2.75866 0.23306
H 2.94658 3.05089 -0.65318
H 0.36166 -0.04993 1.28387
H 0.96614 -0.38582 -1.68878
H 0.47229 -1.67104 -0.58843
H 2.44504 -1.27756 0.80956
H 2.90905 -1.67663 -0.84233

---

# 2
C30H37IrN2OPS5 | ωB97M-V with the def2-TZVPD basis set

Output
E_HOMO (spin up / spin down): -12.6 / -13.8 eV
Orbital gap (spin up / spin down): 6.72 / 5.30 eV
Net charge: +2
⟨S²⟩: 8.788
F_max: 0.33 eV Å⁻¹
Spin multiplicity: 6
Energy relative to the best compared isomer or geometry (same formula, charge and spin): 10.1 kcal/mol

CARTESIAN COORDINATES (ANGSTROEM)
Ir -0.94320 -0.04512 0.67917
C 1.95501 -0.76169 4.38031
C 0.82864 -0.90954 3.40842
N 0.39525 0.15039 2.69516
N 0.98395 1.28534 2.99702
C 0.60053 2.38727 2.30085
S -0.55886 2.46940 1.07848
S 1.46614 3.72021 2.91400
C 1.01728 5.07301 1.79764
C 1.58133 4.90779 0.40856
C 0.75844 5.09031 -0.69691
C 1.27733 4.99978 -1.98027
C 2.62353 4.72162 -2.16757
C 3.45048 4.53877 -1.06746
C 2.93210 4.63118 0.21463
C 0.21213 -2.17667 3.23041
C 0.83905 -3.33260 3.78241
C 0.24417 -4.56033 3.76209
C -1.04357 -4.68994 3.21441
C -1.68572 -3.60710 2.66914
C -1.07436 -2.33872 2.63576
O -1.75221 -1.35710 2.08662
H 2.14469 0.27845 4.61186
H 2.86606 -1.18296 3.94643
H 1.73693 -1.30797 5.29525
H 1.42378 5.95316 2.29885
H -0.06874 5.16866 1.78570
H -0.28920 5.32192 -0.55133
H 0.63321 5.16323 -2.83357
H 3.03258 4.66810 -3.16777
H 4.50598 4.34671 -1.20684
H 3.59036 4.51040 1.06673
H 1.82323 -3.23845 4.21789
H 0.75105 -5.41963 4.17551
H -1.53606 -5.65360 3.22072
H -2.67668 -3.70275 2.24838
C -3.44572 1.35931 -2.05476
C -3.65713 1.81398 -0.62830
S -3.32633 0.64186 0.71042
C -4.27717 -0.86759 0.46060
C -3.87777 -1.78199 -0.67911
S -2.09413 -2.16646 -0.73630
C -1.84012 -2.15880 -2.52684
C -2.21508 -0.86317 -3.25439
S -1.79386 0.66961 -2.37190
H -3.58441 2.22110 -2.70855
H -4.18684 0.61575 -2.33765
H -4.67619 2.18092 -0.49964
H -2.98677 2.64114 -0.38130
H -5.33197 -0.59896 0.38244
H -4.13000 -1.36818 1.41740
H -4.16872 -1.36810 -1.64052
H -4.40900 -2.72700 -0.55815
H -2.37602 -3.00543 -2.95779
H -0.77653 -2.36014 -2.64037
H -3.28056 -0.81825 -3.47130
H -1.70743 -0.84640 -4.21825
C 2.60461 -0.28858 0.56707
P 1.18050 -0.12440 -0.55934
C 1.57059 1.36886 -1.51056
C 1.39139 -1.53545 -1.66113
C 1.26909 -2.81154 -1.10368
C 1.40685 -3.93396 -1.90173
C 1.66103 -3.78778 -3.26073
C 1.78336 -2.52417 -3.81790
C 1.65059 -1.39410 -3.02081
H 2.51404 -1.20401 1.15198
H 2.69367 0.56568 1.23588
H 3.49545 -0.35849 -0.05921
H 2.56946 1.27824 -1.93856
H 1.55429 2.23072 -0.84038
H 0.84672 1.54292 -2.30343
H 1.05556 -2.92473 -0.04511
H 1.32008 -4.92137 -1.46993
H 1.77429 -4.66408 -3.88445
H 1.99576 -2.41575 -4.87267
H 1.75979 -0.41276 -3.46173

---

# 3
C30H38AsN4O6S2Se2TeV | ωB97M-V with the def2-TZVPD basis set

Output
E_HOMO (spin up / spin down): -6.9 / -7.0 eV
Orbital gap (spin up / spin down): 6.79 / 7.32 eV
⟨S²⟩: 2.043
F_max: 0.51 eV Å⁻¹
Spin multiplicity: 3
Energy relative to the best compared isomer or geometry (same formula, charge and spin): 1.4 kcal/mol

CARTESIAN COORDINATES (ANGSTROEM)
V 2.11064 -0.90289 0.74108
O 6.57556 -0.38608 0.98596
As 5.07115 0.30996 1.57538
O 5.14431 0.74423 3.13112
O 3.96739 -0.87972 1.08952
C 4.97161 1.87745 0.44068
C 6.08193 2.70002 0.60316
C 6.19517 3.89372 -0.09270
C 5.18809 4.28601 -0.95787
C 4.06941 3.48557 -1.12380
C 3.96052 2.28459 -0.43075
S 2.45317 1.38203 -0.70031
O 1.66171 2.18147 -1.58962
O 2.73618 0.01294 -1.16930
O 1.83242 1.18149 0.65103
H 6.38957 -1.27256 0.65249
H 6.86524 2.40059 1.28819
H 7.06966 4.51555 0.04654
H 5.26582 5.21656 -1.50434
H 3.27285 3.77850 -1.79128
C 0.29269 1.32487 3.96924
N -0.42211 0.05529 3.99072
C -1.75270 -0.12509 4.29191
C -2.02374 -1.43622 4.11800
N -0.85142 -2.04063 3.72057
C -0.69070 -3.44641 3.36166
C 0.12506 -1.11965 3.64240
Se 1.92031 -1.43041 3.22949
H -0.43885 2.12554 4.05293
H 0.83782 1.41343 3.03095
H 1.00005 1.37543 4.79452
H -2.38751 0.69044 4.58549
H -2.93992 -1.98602 4.23295
H -1.62416 -3.95956 3.57632
H 0.11929 -3.88087 3.94050
H -0.45007 -3.53815 2.30187
C -3.55233 1.59359 1.90396
C -3.59564 2.34358 0.57910
C -2.37566 3.22912 0.34404
C -1.05842 2.47224 0.18500
N -1.08934 1.55964 -0.95095
C -0.96605 0.21635 -0.90958
Se -0.69234 -0.83508 0.61222
N -1.05726 -0.25364 -2.16851
C -1.12408 -1.67148 -2.53239
C -2.49157 -2.27682 -2.23482
C -3.65772 -1.64519 -2.99137
C -3.67678 -1.99009 -4.47672
C -1.18983 0.81303 -3.04688
C -1.24471 0.86791 -4.43341
C -1.31483 2.12215 -5.00939
C -1.31315 3.28479 -4.22948
C -1.24905 3.22785 -2.85018
C -1.20182 1.96599 -2.27266
H -4.49868 1.08760 2.10228
H -3.36703 2.28718 2.73071
H -2.76862 0.83575 1.90649
H -4.48901 2.97099 0.54043
H -3.69048 1.62999 -0.24587
H -2.25313 3.92103 1.18304
H -2.55013 3.84690 -0.53842
H -0.83009 1.86279 1.05716
H -0.22403 3.15878 0.03310
H -0.34580 -2.18865 -1.97312
H -0.86743 -1.73885 -3.58925
H -2.65573 -2.20939 -1.15782
H -2.43438 -3.34310 -2.47472
H -3.63848 -0.55809 -2.86010
H -4.59117 -1.98459 -2.53651
H -2.80768 -1.59166 -5.00169
H -4.56325 -1.58596 -4.96636
H -3.67888 -3.07266 -4.62077
H -1.21154 -0.02483 -5.04083
H -1.35423 2.20809 -6.08686
H -1.34660 4.24893 -4.71863
H -1.20800 4.12840 -2.25479
Te 2.08335 -3.15160 -0.77709
C 1.32295 -4.58318 0.55717
C 0.19925 -5.35108 0.40201
C 0.01399 -6.29846 1.44662
C 1.01136 -6.24404 2.37577
S 2.16540 -5.04811 1.97754
H -0.47484 -5.23253 -0.43513
H -0.81633 -6.98876 1.49922
H 1.12337 -6.84629 3.26375

---

# 4
C30H38BCl5IrO6PS2Si2 | ωB97M-V with the def2-TZVPD basis set

Output
E_HOMO (spin up / spin down): -2.8 / -5.5 eV
Orbital gap (spin up / spin down): 5.08 / 5.02 eV
Net charge: -1
⟨S²⟩: 8.770
F_max: 1.00 eV Å⁻¹
Spin multiplicity: 6
Energy relative to the best compared isomer or geometry (same formula, charge and spin): 27.7 kcal/mol

CARTESIAN COORDINATES (ANGSTROEM)
Ir -0.30180 0.13712 -0.01296
C -0.95518 1.88466 3.33789
Si -0.30860 0.36405 2.40941
C -1.09988 -1.02393 3.44347
C 1.55661 0.41967 2.81776
C 2.01112 0.26649 4.12772
C 3.35527 0.33957 4.45087
C 4.28583 0.57964 3.45145
C 3.85410 0.73229 2.14515
C 2.50209 0.65509 1.80367
Si 2.04221 0.76070 -0.04399
C 3.25066 -0.47730 -0.84556
C 2.68896 2.41603 -0.69467
H -0.47489 1.88967 4.31706
H -2.03103 1.84538 3.49116
H -0.71242 2.81218 2.83153
H -0.80394 -0.93189 4.48890
H -0.83608 -2.02025 3.10812
H -2.18370 -0.91835 3.40699
H 1.29802 0.08252 4.92213
H 3.67743 0.21263 5.47653
H 5.33863 0.64596 3.68944
H 4.59232 0.90619 1.37314
H 4.22011 -0.00114 -0.98644
H 2.91853 -0.85263 -1.81210
H 3.38506 -1.34614 -0.20428
H 3.77823 2.38937 -0.69173
H 2.36650 3.25482 -0.08754
H 2.36637 2.59764 -1.71795
C -0.95864 2.08348 -6.29610
O -0.35399 1.90214 -5.03327
C -0.14613 0.60640 -4.68634
S 0.05684 -0.74583 -5.75690
S 1.26442 0.16035 -3.76109
H -1.11610 3.15642 -6.40082
H -1.91890 1.56107 -6.34774
H -0.30307 1.71923 -7.09440
O 0.06113 3.21187 0.61090
B -0.32208 2.15526 -0.28386
O -0.77553 2.77458 -1.48487
C -0.70991 4.11286 -1.29064
C -1.06740 5.12014 -2.15482
C -0.89899 6.43180 -1.70169
C -0.39268 6.69561 -0.43700
C -0.03185 5.66219 0.43099
C -0.20362 4.37524 -0.02397
H -1.45887 4.89770 -3.13542
H -1.17044 7.25447 -2.34881
H -0.27497 7.72100 -0.11467
H 0.36349 5.85480 1.41583
Cl -2.92254 2.50908 0.73069
C -3.32817 1.06558 -0.13719
C -2.32625 0.24198 -0.68360
C -2.83328 -0.73358 -1.53871
Cl -1.70896 -1.61998 -2.52035
C -4.17997 -1.04469 -1.68934
Cl -4.69606 -2.36848 -2.67885
C -5.12845 -0.28387 -1.01385
Cl -6.80886 -0.66773 -1.12957
C -4.69205 0.80695 -0.26821
Cl -5.87112 1.82469 0.48617
C -2.61836 -4.48426 1.17576
C -2.06660 -3.20314 0.59752
O -0.69744 -3.43901 0.22121
P 0.33161 -2.18288 0.15203
O 1.09449 -2.20030 1.56611
C 2.01372 -3.17282 2.05044
C 1.29581 -4.34220 2.69342
O 1.50696 -2.89866 -0.70778
C 1.50197 -4.05609 -1.54042
C 0.99060 -3.81604 -2.93963
H -3.70192 -4.41975 1.25089
H -2.21197 -4.67849 2.16721
H -2.37193 -5.32680 0.53171
H -2.11115 -2.38935 1.32326
H -2.62282 -2.89819 -0.28436
H 2.62641 -2.63446 2.77950
H 2.66025 -3.49749 1.23412
H 0.58729 -3.98573 3.43870
H 2.01789 -4.99065 3.19110
H 0.75076 -4.92842 1.95550
H 0.94738 -4.85803 -1.04562
H 2.55590 -4.35114 -1.58105
H -0.04654 -3.52053 -2.92710
H 1.06927 -4.74054 -3.51381
H 1.57094 -3.04586 -3.44633